[1]
# C17H20N5O6W

C17H20N5O6W as an isolated structure (ωB97M-V with the def2-TZVPD basis set, the OMol25 dataset).

Geometry as XYZ:
```
49
Properties=species:S:1:pos:R:3
W 0.6785 -0.0109 0.0110
O 0.1138 -0.6384 1.9478
C -1.3571 -0.8464 2.3011
C -2.0566 -1.8645 1.4122
N -2.1801 -1.4980 0.0084
C -1.7115 -2.4196 -1.0238
C -0.3377 -1.8309 -1.0993
O 0.5315 -2.0483 -0.1667
O -0.0734 -0.7357 -1.7279
C -2.9788 -0.3675 -0.3882
C -2.1517 0.8830 -0.6962
O -2.3933 1.7690 -1.4227
O -0.9710 0.8921 0.1024
H 0.6207 -1.3537 2.3649
H -1.7783 0.1512 2.2445
H -1.3458 -1.1801 3.3370
H -3.0481 -1.9985 1.8645
H -1.5569 -2.8307 1.4836
H -2.2605 -2.3162 -1.9566
H -1.6973 -3.4569 -0.6958
H -3.6778 -0.0935 0.4083
H -3.5863 -0.5789 -1.2688
N 7.8116 -1.2238 -0.0325
C 6.6926 -0.9788 -0.1273
C 5.3030 -0.6724 -0.2462
C 4.3947 -1.2627 0.6373
C 3.0474 -0.9961 0.4838
C 2.6154 -0.0602 -0.4856
C 3.5379 0.5007 -1.3844
C 4.8690 0.1948 -1.2711
H 4.7418 -1.9621 1.3856
H 2.3786 -1.5598 1.1328
H 3.1935 1.1608 -2.1697
H 5.5968 0.6042 -1.9593
C 1.3219 5.6030 1.5393
N 1.2206 4.2536 0.9672
C 1.0836 3.9822 -0.4624
C 1.1021 2.4938 -0.4272
O 0.9337 1.6253 -1.3256
N 1.2475 2.0249 0.8112
C 1.2835 3.1257 1.6517
N 1.3845 3.0359 2.9605
H 1.3953 6.3169 0.7239
H 2.2222 5.6860 2.1480
H 0.4343 5.8359 2.1267
H 1.9077 4.4028 -1.0448
H 0.1365 4.3479 -0.8705
H 1.5287 2.1461 3.4083
H 1.4238 3.8609 3.5426
```

## Properties
HOMO level ... -18.671 eV
Lowest unoccupied orbital energy ... -12.46 eV
Total charge ... +3
Energy above the lowest of the compared OMol25 structures with the same formula, charge and spin ... 115.3 kJ/mol

Here are the Löwdin charges for atoms 1 to 4, given in e: atom 1 (W): 2.033, atom 2 (O): -0.181, atom 3 (C): -0.051, atom 4 (C): -0.103

=====

[2]
# C19H26BCaN7

C19H26BCaN7 as an isolated structure (ωB97M-V with the def2-TZVPD basis set, the OMol25 dataset).

Geometry as XYZ:
```
54
Properties=species:S:1:pos:R:3
H 0.8563 -2.1727 -1.7028
N 0.5341 -0.0986 -1.9917
B 0.1184 2.2041 -3.0174
N 0.3764 0.6706 -3.1335
C 0.5183 -0.0918 -4.2346
Ca 1.3392 0.8110 0.5035
H 0.4359 0.3668 -5.2118
C 0.7511 -1.4064 -3.8212
H 0.9040 -2.2624 -4.4489
C 0.7318 -1.3593 -2.4096
H 0.0667 2.7108 -4.1023
C 0.0646 2.2711 2.1762
H 0.4766 1.6723 3.0197
H -1.0288 2.3049 2.2287
H 0.5233 3.2291 1.8570
N 1.2463 2.7956 -2.1303
N -1.2052 2.4174 -2.2284
N 1.4993 2.2666 -0.8390
N -1.2925 2.0434 -0.9035
C 2.1302 3.7738 -2.4008
C -2.3645 2.9603 -2.6460
H 2.1161 4.2598 -3.3677
H -2.4479 3.2962 -3.6715
C 2.9529 3.9605 -1.2855
C -3.2484 2.9570 -1.5677
C 2.5212 3.0194 -0.3366
C -2.5271 2.3718 -0.5018
H 3.7544 4.6688 -1.1701
H -4.2653 3.3037 -1.5604
H 2.8811 2.8295 0.6761
H -2.8658 2.1775 0.5102
H 2.9202 -0.3228 -0.3465
C 1.0567 -4.2859 3.3674
N 1.2988 -3.2705 2.3845
C 1.2814 -3.7087 1.0167
C 0.9098 -1.9095 2.7012
C -0.5152 -1.6216 2.3205
C -1.5538 -2.1468 3.1424
C -2.8733 -2.0817 2.7029
C -3.1576 -1.4773 1.4764
C -2.1026 -0.9167 0.6941
C -0.8255 -0.9314 1.1749
H 1.6800 -5.1581 3.1276
H 0.0007 -4.6156 3.3836
H 1.3161 -3.9008 4.3630
H 0.2551 -3.9017 0.6459
H 1.7606 -2.9712 0.3525
H 1.8287 -4.6623 0.9706
H 1.0418 -1.8093 3.7914
H 1.6225 -1.2403 2.1719
H -1.2883 -2.6026 4.1004
H -3.6680 -2.5093 3.3209
H -4.1882 -1.4276 1.1204
H -2.3528 -0.4789 -0.2709
```

## Properties
HOMO level (spin up / spin down) ... -6.922 / -7.084 eV
Lowest unoccupied orbital energy (spin up / spin down) ... -1.79 / -1.72 eV

Here are the Löwdin charges for atoms 1 to 4, given in e: atom 1 (H): 0.079, atom 2 (N): -0.004, atom 3 (B): -0.499, atom 4 (N): -0.041

=====

[3]
# H26KrO13

H26KrO13 as an isolated structure (ωB97M-V with the def2-TZVPD basis set, the OMol25 dataset).

Geometry as XYZ:
```
40
Properties=species:S:1:pos:R:3
Kr 0.0323 -0.0715 -0.1404
O 0.3156 -0.7710 3.4647
H 0.1721 -0.3002 4.2856
H 1.2643 -0.8904 3.4192
O 1.0012 1.3160 -3.0707
H 0.6626 2.2113 -3.0652
H 0.4123 0.8403 -3.6566
O -2.0261 1.8250 1.8866
H -2.2904 1.4537 2.7283
H -2.8023 2.2906 1.5753
O 1.2096 3.5620 -0.0318
H 1.9107 3.1666 -0.5499
H 1.4841 4.4709 0.0892
O 0.9618 2.1698 3.0152
H 0.4775 2.4742 3.7827
H 0.5644 1.3260 2.7998
O -2.1838 -2.0701 2.2252
H -1.3337 -1.6433 2.3321
H -1.9789 -3.0037 2.1742
O -3.2178 -0.0200 0.0077
H -3.0498 -0.9568 0.1102
H -2.8907 0.3724 0.8172
O -0.8632 -2.9850 -2.4952
H -0.8586 -3.6160 -3.2149
H -0.6181 -2.1543 -2.9027
O 1.5655 -3.3577 -1.3065
H 2.2603 -3.7332 -1.8474
H 0.8320 -3.2352 -1.9092
O -1.1145 3.8929 -1.3842
H -1.8459 3.2835 -1.2847
H -0.4140 3.5160 -0.8517
O 3.1735 2.1384 -1.2683
H 3.7274 2.6074 -1.8924
H 2.4608 1.7833 -1.7995
O -2.5721 -4.0464 -0.4686
H -1.7665 -3.5855 -0.7030
H -3.0973 -4.0337 -1.2688
O 3.4934 -1.6692 0.4234
H 4.0650 -0.9142 0.2838
H 2.8774 -1.6425 -0.3088
```

## Properties
HOMO level ... -10.509 eV
Lowest unoccupied orbital energy ... -0.29 eV
Energy above the lowest of the compared OMol25 structures with the same formula, charge and spin ... 120.7 kJ/mol

Here are the Löwdin charges for atoms 1 to 4, given in e: atom 1 (Kr): 0.299, atom 2 (O): -0.049, atom 3 (H): 0.049, atom 4 (H): 0.059

=====

[4]
# C3H10NOS

A 2-piece molecular cluster, C3H10NOS overall (ωB97M-V with the def2-TZVPD basis set, the OMol25 dataset).

Geometry as XYZ:
```
16
Properties=species:S:1:pos:R:3
C 1.2538 -0.2839 1.6807
N 1.4261 -0.4970 0.2702
C 0.3070 -0.7108 -0.6328
C 0.1212 0.3505 -1.7510
S -1.6478 0.8712 -1.8673
H 2.1980 -0.5538 2.1684
H 0.4949 -0.9678 2.0599
H 0.9936 0.7367 1.9926
H 2.2342 -0.0583 -0.1539
H 0.4153 -1.6673 -1.1690
H -0.5848 -0.8079 -0.0167
H 0.4334 -0.1198 -2.6842
H 0.7510 1.2311 -1.6358
H -2.1665 1.0361 0.1475
H -3.4956 0.4651 0.6319
O -2.7340 0.9758 0.9595
```

## Properties
HOMO level ... -2.738 eV
Lowest unoccupied orbital energy ... 3.98 eV
Total charge ... -1
Energy above the lowest of the compared OMol25 structures with the same formula, charge and spin ... 89.3 kJ/mol

Here are the Löwdin charges for atoms 1 to 4, given in e: atom 1 (C): -0.163, atom 2 (N): -0.162, atom 3 (C): -0.335, atom 4 (C): -0.697